# 1
16
Properties=species:S:1:pos:R:3:nbo_charge:R:1 method="wB97M-V/def2-TZVPD" total_charge=+1 de_lowest_kcal_mol=12.9 homo_energy_ev=-15.1 e_lumo_ev=-3.33
H 1.46188 -0.25498 -0.60557 0.27
H -2.10807 -0.02070 -3.28512 0.48
H -1.21077 -1.17976 0.04125 0.44
H 0.33503 2.05817 2.37149 0.49
O 0.33643 2.15554 1.41142 -0.97
H -0.81717 0.15649 -0.72290 0.47
C 0.88407 -0.95577 -0.02038 -0.33
C 1.28619 -1.35012 1.37875 0.42
O 0.51697 -1.26692 2.28918 -0.49
H 2.28928 -1.78625 1.49822 0.17
H 0.80868 -1.91783 -0.53984 0.25
N -0.53074 -0.42075 0.06803 -0.68
H 1.18940 2.58013 1.22070 0.49
H -2.06323 1.45872 -3.32550 0.50
O -1.77394 0.72140 -2.76420 -0.97
H -0.60401 0.02263 0.98445 0.47

***

# 2
48
Properties=species:S:1:pos:R:3:nbo_charge:R:1 method="wB97M-V/def2-TZVPD" smiles=CC(C)O.CC(C)O.CO.CO.CO.CO de_lowest_kcal_mol=170.4 homo_energy_ev=-9.1 e_lumo_ev=0.40
H -0.86669 -3.25785 1.02519 0.21
H 2.45431 2.13415 -1.58681 0.25
H -0.55769 -2.17885 2.20919 0.21
H 1.53831 -0.33185 -1.58581 0.50
H -0.96169 -3.94885 2.60219 0.21
H 1.42731 -3.53585 3.09219 0.15
H -0.88969 4.38015 -1.49281 0.18
H 2.67431 3.69015 -2.32681 0.21
H -4.02669 -3.67285 -0.06681 0.17
O 1.06731 -4.97085 1.57519 -0.71
H -4.73569 -1.26185 -0.50381 0.44
H 0.36831 4.48015 -2.46881 0.20
H -4.01269 -2.34485 1.19119 0.16
H 3.30431 3.51515 -0.87581 0.21
H 2.27231 -0.98985 -3.99581 0.15
C 2.39131 3.20815 -1.43081 -0.65
C 2.11631 -1.47885 -3.05781 -0.23
H -1.55569 2.37415 1.14919 0.20
H 0.36431 3.10815 0.92319 0.51
C 0.09731 3.84515 -1.78581 -0.62
H 1.69031 -5.49585 1.95019 0.47
C -3.68369 -2.67885 0.05819 -0.24
H -0.78369 -1.20585 -0.48181 0.18
C -0.78469 -0.12485 -0.24781 -0.24
H 1.16031 4.74815 -0.23081 0.18
H 1.32431 -3.01685 0.29019 0.20
C -0.37569 -3.21085 1.97119 -0.62
C -1.79069 3.05715 2.00919 -0.30
C 1.86331 -2.90685 1.09819 -0.63
H -0.77869 4.36515 2.68019 0.46
H 2.85931 -2.23785 -2.78981 0.17
H 1.85831 -1.92385 1.19019 0.20
H -0.68269 0.06315 0.77019 0.16
H -2.48769 -2.56085 -0.16381 0.18
H -1.99869 2.16815 2.81819 0.17
C 1.19031 3.75715 -0.71881 0.08
H -1.81169 0.37215 -0.30881 0.15
H 0.29131 1.43815 -0.62281 0.51
O 2.36731 -0.60985 -2.05281 -0.77
O -4.19869 -1.74685 -0.86281 -0.70
O -0.53269 3.59415 2.39919 -0.72
O 0.80331 2.74715 0.14119 -0.75
H -2.65369 3.84715 1.94719 0.20
H -0.32269 2.90215 -2.04281 0.23
O 0.02931 0.56915 -1.11681 -0.78
C 1.04631 -3.70785 2.04719 0.10
H 2.74731 -3.15885 0.78019 0.21
H 1.18531 -1.80585 -3.10081 0.15

***

# 3
81
Properties=species:S:1:pos:R:3:mulliken_charge:R:1 method="wB97M-V/def2-TZVPD" total_charge=+2 homo_energy_ev=-13.7 e_lumo_ev=-7.38
H 3.41161 -0.14109 0.33037 0.03
C 3.09261 1.81092 -3.68202 -0.56
C 1.29830 2.56314 -2.15741 -0.18
H -0.24376 -6.60850 -2.37296 0.40
C 3.36085 -0.70916 1.27041 -0.92
C -1.82896 -3.26239 4.06120 -0.77
H 1.08810 -3.75978 1.58753 0.59
H -2.68040 -3.10875 4.75650 0.41
H 4.20605 -0.30408 1.80498 0.49
C 0.44370 -4.02162 3.59828 -0.87
H 3.47957 -1.79929 1.22342 0.39
C -2.04862 5.77654 -0.49260 -0.70
H -5.34621 -4.79417 -0.08085 0.41
H 2.69920 1.02615 -1.71152 0.45
H -0.51871 -4.09714 5.53611 0.40
H -5.30994 -0.92033 -1.93589 0.41
C -0.92403 4.93268 -0.45273 0.17
H 0.03660 5.32857 -0.08489 0.40
P 0.37640 2.31479 -0.54953 1.25
H 3.95144 1.16034 -3.84433 0.42
H -1.57844 -4.98846 -1.08759 0.31
H 4.62104 4.53124 1.05402 0.47
C -3.36553 3.93034 -1.32591 -0.65
H 1.69037 -2.25274 -1.09889 0.44
C 2.39039 1.73183 -2.47144 -0.26
C 3.12939 4.26724 2.60080 -0.57
H -0.05894 3.09706 2.15632 1.11
H 2.58001 -1.16282 4.24378 0.38
C -3.47845 -3.71258 -0.01657 -0.09
C -5.51738 -2.86311 -0.99703 -0.46
C -0.03335 -3.45781 -0.91003 -0.24
C 2.00561 -4.11700 -2.12594 -0.73
H 0.11068 -0.37582 -2.80604 0.26
S 1.83273 -0.25124 2.19258 0.53
C 2.72190 2.72758 -4.66335 -0.52
C 1.45984 3.28728 0.58651 0.23
P -0.96088 -2.20376 0.17410 1.45
C -2.25280 3.09346 -1.28372 -0.56
C 1.50004 -5.35760 -2.48229 -0.47
H 0.82459 -0.45604 -2.69107 -0.27
H -2.88660 -2.33415 2.39030 0.48
H 2.99981 -3.84981 -2.44465 0.42
C 0.28034 -3.63993 2.28024 -0.42
C -0.62244 -3.85125 4.47815 -0.42
C -3.26778 5.25857 -0.92735 -0.49
H 3.00030 0.61424 4.05256 0.38
C -4.83464 -3.87574 -0.33705 -0.84
H -4.13201 5.90254 -0.93959 0.42
H 1.43283 3.92875 3.94488 0.46
C 2.25527 -0.16839 3.94867 -1.22
C 3.61065 4.19015 1.28971 -0.74
H -2.30506 2.04950 -1.58994 0.48
C 1.26756 -3.20335 -1.37115 0.08
C 0.99547 3.36538 1.91409 -0.45
H 1.37316 -4.45700 3.95004 0.51
H 2.06782 -6.04799 -3.10707 0.40
C 2.77334 3.69045 0.29266 -0.42
H -2.88373 -0.68501 -1.42173 0.30
H -2.99691 -4.49006 0.57984 0.41
C 1.83234 3.85496 2.92279 -1.20
C -3.43994 -1.58355 -1.11361 -0.60
H 1.29475 4.25790 -5.20333 0.41
H 0.06195 4.09335 -3.07230 0.37
C -1.96733 -2.85620 2.72508 -0.22
C 0.93078 3.45218 -3.20333 -0.40
H -4.30161 3.53625 -1.69655 0.44
Cl -2.85015 1.20753 2.34612 -0.44
H 1.31295 0.10612 4.42642 0.49
C 1.61916 3.55022 -4.42684 -0.72
C -0.92501 -3.11278 1.80491 -0.17
C -2.72929 -2.57600 -0.39392 0.39
Lu -0.60000 0.46057 2.01322 1.20
H 3.14046 3.62263 -0.72464 0.47
H 3.24254 2.75471 -5.61830 0.39
H 3.77434 4.62424 3.39947 0.41
H -6.57333 -2.94660 -1.21218 0.42
C 0.19851 -5.65134 -2.07398 -0.83
C -4.80959 -1.72661 -1.38989 -0.57
H -1.93990 6.82522 -0.18841 0.42
C -0.54904 -4.71246 -1.32903 -0.15
C -1.01452 3.56889 -0.82660 -0.03

***

# 4
68
Properties=species:S:1:pos:R:3:lowdin_spin:R:1 method="wB97M-V/def2-TZVPD" spin_multiplicity=2 total_charge=+3 de_lowest_kcal_mol=0.0 homo_energy_ev="-15.9 / -16.0" e_lumo_ev="-7.75 / -7.89"
N -0.30309 1.32596 4.13443 0.00
F -3.95025 -2.04713 -5.24530 0.00
H 1.68078 0.44313 6.00256 0.00
N -3.90733 2.62672 -2.36467 0.00
C 0.87959 1.81384 3.70793 0.00
N 2.01139 1.22076 4.07613 0.00
H -5.35138 0.83378 -7.95488 0.00
C -4.83554 0.12894 -4.94289 0.00
H -4.70363 5.42595 -4.16423 0.00
H -8.93247 0.08440 -7.92380 0.00
H -7.50050 2.02301 -8.05683 0.00
C 1.60773 -1.24509 4.65265 0.00
H 3.27324 -1.76678 3.35135 0.00
C 1.63380 -1.33828 2.07851 0.00
H -8.10341 -2.05024 -7.18637 0.00
H 1.74466 3.22835 2.52967 0.00
H -6.07732 -2.04583 -5.74773 0.00
H -1.11292 1.91548 4.00413 0.00
H -2.53968 -1.65469 -3.16269 0.00
H -3.93479 3.96027 -4.78577 0.00
C -5.85858 1.06642 -7.00760 0.00
C -3.98643 -0.92704 -4.51530 0.00
H -0.31002 0.77948 4.98220 0.00
O -0.41272 1.20657 0.54423 0.01
H -5.71859 3.46733 -2.99017 0.00
O 1.57586 -1.51560 -0.27741 -0.01
C -7.68786 -1.13440 -6.77014 0.00
H 2.86805 1.64673 3.75754 0.00
O -1.59004 3.01986 1.00323 0.02
O -1.52969 -0.52111 -1.22674 0.01
H -0.34156 -0.98247 2.63636 0.00
H -8.23154 -0.86726 -5.86518 0.00
C -2.25321 1.72963 -0.88173 0.00
O 3.24742 -2.59599 0.80117 0.00
C 2.27404 -1.92056 0.80835 0.00
H -5.69040 -1.63870 -7.41127 0.00
H 1.82698 -0.25986 2.02104 0.00
C -1.39529 2.04605 0.30372 0.01
N 0.15202 -1.47992 1.89871 0.01
C -3.10169 2.73212 -1.31743 0.00
H -5.42750 1.99675 -6.64773 0.00
H 2.01261 -2.95981 3.41514 0.00
C -3.94531 1.44685 -3.10225 0.00
N -7.92942 -0.02434 -7.75866 0.00
H -7.88783 1.55474 -6.38394 0.00
H 3.21006 0.05530 5.26256 0.00
C -6.19634 -1.27944 -6.50639 0.00
Ti -0.00482 -0.55237 -0.04444 0.94
C 2.18778 -1.88187 3.38438 0.00
H -5.43241 2.12332 -4.50347 0.00
C -2.25870 0.49992 -1.56770 0.01
H 0.02193 3.13555 2.41531 0.00
H -4.79538 4.43330 -1.86989 0.00
C -4.71239 3.80944 -2.75678 0.00
C -4.07235 4.57914 -3.89915 0.00
C 2.14289 0.13123 5.06248 0.00
C -7.33928 1.27550 -7.28227 0.00
N -5.63171 -0.01288 -6.06694 0.00
C -3.17883 -0.82557 -3.43102 0.00
N 0.88044 2.84833 2.87988 0.00
C -3.13475 0.37313 -2.69432 0.00
H -0.11265 -2.46088 1.97014 0.00
H 1.84415 -1.89870 5.49411 0.00
H -3.09791 4.96770 -3.60428 0.00
C -4.78880 1.30782 -4.21384 0.00
H -7.51748 -0.27607 -8.66213 0.00
H 0.51398 -1.24374 4.61338 0.00
H -3.11774 3.67166 -0.77954 0.00